Record 1
8 unconnected molecules or ions with the total composition C26H49Br14NO3P in a non-equilibrium geometry. Source: OMol25; level of theory: ωB97M-V with the def2-TZVPD basis set.

Computed properties:
HOMO in eV: -4.093
Net charge: -1
Maximum force in eV/A: 2.806
Total energy in eV: -1025272.1700
Frontier orbital gap in Ha: 0.187
LUMO energy in eV: 1.01

```
94
C26H49Br14NO3P ωB97M-V with the def2-TZVPD basis set
O 2.5043 -0.5593 2.1577
C 1.1995 -0.6485 1.7081
C 0.3688 -1.6622 2.1818
C -0.9305 -1.7341 1.6987
C -1.4028 -0.8260 0.7591
C -0.5388 0.1600 0.2943
C 0.7710 0.2799 0.7626
C 1.7136 1.3608 0.2247
N 2.6581 0.8977 -0.7812
C 2.1658 -0.1283 -1.6968
C 2.5738 -1.5702 -1.2712
C 2.8273 -2.5204 -2.4577
C 1.7887 -3.6426 -2.5611
C 1.5059 -4.3966 -1.2255
O 1.4408 -5.7971 -1.3436
P 1.3740 -6.1193 -3.1091
O 2.2278 -4.6340 -3.4816
H 2.9105 -1.4291 2.0694
H 0.7710 -2.3580 2.9102
H -1.5646 -2.5365 2.0632
H -2.4178 -0.8741 0.3838
H -0.9050 0.8518 -0.4608
H 2.3098 1.7084 1.0729
H 1.1282 2.2287 -0.0973
H 3.5401 0.6386 -0.3688
H 1.0961 -0.0439 -1.8951
H 2.6693 0.0433 -2.6603
H 3.4437 -1.4895 -0.6090
H 1.7565 -1.9492 -0.6444
H 3.8053 -3.0074 -2.3515
H 2.8858 -1.9546 -3.3945
H 0.8967 -3.1944 -3.0300
H 2.0485 -4.0075 -0.3508
H 0.4595 -4.1036 -0.9770
H 0.4422 -7.2207 -2.8038
H 0.1680 -5.3150 -3.0942
H 1.2397 -6.4978 -4.5018
H 2.5792 -6.8834 -2.9358
Br 0.6007 5.7521 1.4574
C -0.7784 5.0656 2.6503
C -0.2381 3.9727 3.5325
Br -0.0407 2.3050 2.5383
H -1.6005 4.7344 2.0233
H -1.0997 5.9219 3.2418
H -0.9368 3.7541 4.3387
H 0.7340 4.2101 3.9538
Br -6.3359 -2.5734 -0.8932
C -5.4543 -3.8360 -2.0901
C -4.0525 -4.1474 -1.6421
Br -2.8256 -2.7062 -2.0561
H -5.4902 -3.4019 -3.0843
H -6.0716 -4.7321 -2.0618
H -3.6620 -5.0101 -2.1805
H -3.9784 -4.3268 -0.5741
Br 1.5984 5.1900 6.7189
C 1.5789 7.1101 6.4015
C 1.6309 7.4375 4.9328
Br 3.4234 7.2084 4.2091
H 2.4142 7.5275 6.9546
H 0.6443 7.4605 6.8342
H 1.3969 8.4827 4.7668
H 0.9726 6.8218 4.3303
Br -1.6326 -7.7414 -6.9075
C -2.5941 -7.7194 -5.2161
C -3.1976 -6.3682 -4.9403
Br -1.8293 -5.1146 -4.3393
H -1.8872 -8.0263 -4.4472
H -3.3725 -8.4742 -5.3219
H -3.9138 -6.4324 -4.1206
H -3.6850 -5.9356 -5.8098
Br -1.3280 8.5004 4.6545
C -1.3003 10.4225 4.3558
C -1.2203 10.7398 2.8871
Br 0.5788 10.4426 2.2044
H -0.4598 10.8184 4.9176
H -2.2284 10.7962 4.7830
H -1.4272 11.7933 2.7118
H -1.8907 10.1334 2.2864
Br -3.7568 -8.4106 0.0698
C -2.8921 -9.7257 -1.0818
C -1.4948 -10.0460 -0.6212
Br -0.2541 -8.6120 -1.0935
H -2.9155 -9.3198 -2.0889
H -3.5295 -10.6070 -1.0311
H -1.1253 -10.9321 -1.1351
H -1.4298 -10.1979 0.4530
Br 4.1187 9.6706 -2.2002
C 2.7478 8.9439 -1.0225
C 3.2876 7.8431 -0.1501
Br 3.5058 6.1802 -1.1394
H 1.9310 8.6148 -1.6567
H 2.4190 9.7847 -0.4147
H 2.5822 7.6126 0.6464
H 4.2543 8.0803 0.2826
```

Mulliken atomic charge list, values in e, 6 entries: -0.5995 1.2403 -0.7223 -0.6423 -1.1100 0.2659

---

Record 2
A molecular structure, C26H49Cl2NO3P2RuS2Si in a non-equilibrium geometry. Source: OMol25; level of theory: ωB97M-V with the def2-TZVPD basis set.

Computed properties:
HOMO (spin up / spin down) in eV: -10.370 / -11.169
⟨S²⟩: 8.773
Net charge: +1
Maximum force in eV/A: 2.662
ΔE to the lowest compared entry with this formula, charge and spin in eV: 1.046
2S+1: 6
Total energy in eV: -111140.5230
Frontier orbital gap (spin up / spin down) in Ha: 0.320 / 0.248
LUMO energy (spin up / spin down) in eV: -1.66 / -4.43

```
87
C26H49Cl2NO3P2RuS2Si ωB97M-V with the def2-TZVPD basis set
Ru 9.0823 -13.5815 6.9844
C 11.7906 -12.1184 4.2862
P 11.4156 -12.7382 6.0082
C 12.7046 -13.9371 6.4719
C 12.0137 -11.2772 7.0010
C 11.7237 -11.4638 8.5326
P 9.9329 -11.9148 8.8612
C 9.2416 -10.1938 8.7838
C 9.8397 -12.2734 10.6619
H 12.8916 -12.1312 4.1787
H 11.4599 -11.0853 4.1679
H 11.3735 -12.8603 3.6116
H 13.6610 -13.4599 6.3559
H 12.7722 -14.8102 5.8779
H 12.5971 -14.3572 7.4662
H 11.5187 -10.3538 6.5538
H 13.0610 -11.2507 6.8479
H 12.0274 -10.5337 8.9965
H 12.3276 -12.2534 8.9051
H 9.8392 -9.4634 9.3484
H 8.2142 -10.2300 9.0841
H 9.2643 -9.9057 7.7378
H 10.3095 -11.4802 11.3470
H 10.3765 -13.2400 10.8385
H 8.8141 -12.4813 10.8956
Cl 6.8127 -16.0139 6.0706
C 7.7554 -15.8506 4.6491
C 8.1220 -16.9758 3.9415
C 8.5516 -16.8534 2.6430
C 8.7501 -15.5901 2.0848
C 8.5885 -14.4754 2.8804
Cl 8.8486 -12.9191 2.1970
C 8.1180 -14.5770 4.1761
S 7.8480 -13.1525 5.0946
H 7.8493 -17.9197 4.3518
H 8.7498 -17.8389 2.0445
H 9.1009 -15.4456 1.0810
C 10.6570 -17.6015 12.1695
C 11.1848 -16.5666 11.2002
C 11.6313 -15.3182 12.0528
C 12.3371 -16.9744 10.2465
O 10.1210 -15.9698 10.4039
Si 9.3238 -16.5211 9.0534
S 10.0346 -15.6746 7.2148
O 9.5837 -18.1146 9.0476
C 9.5578 -19.2452 8.1545
C 9.1044 -20.4377 8.9695
C 10.9255 -19.4777 7.5589
C 8.6006 -18.9349 7.0582
O 7.7919 -15.9031 9.1427
C 6.8025 -15.9585 10.2048
C 7.0342 -17.0251 11.2335
C 5.4370 -16.2322 9.5719
C 6.8784 -14.5633 10.9619
H 11.4065 -17.9430 12.9637
H 10.1647 -18.4519 11.6775
H 9.8427 -17.1547 12.8282
H 12.3800 -15.5412 12.8135
H 10.7229 -14.8990 12.4878
H 12.0291 -14.5944 11.3698
H 13.2751 -16.9126 10.7489
H 12.4076 -16.2702 9.4396
H 12.2258 -17.9744 9.8063
H 9.5683 -20.5646 9.9450
H 9.2938 -21.3908 8.4792
H 8.0465 -20.3011 9.1258
H 11.7623 -19.5291 8.3214
H 11.0988 -18.5872 6.8895
H 10.9106 -20.3287 6.9098
H 7.5630 -19.0805 7.4221
H 8.7516 -19.5315 6.1594
H 8.8158 -17.8952 6.9518
H 7.1047 -17.9934 10.7654
H 6.2051 -17.1214 11.9339
H 7.9918 -16.9426 11.8515
H 5.4350 -17.1914 9.0612
H 5.1863 -15.4395 8.8892
H 4.6491 -16.2571 10.2629
H 7.8596 -14.5066 11.5634
H 6.0910 -14.5536 11.6792
H 6.7663 -13.7365 10.3140
C 4.4390 -12.4729 6.8194
C 5.6907 -12.4721 7.6176
N 6.7019 -12.4183 8.2001
H 3.9147 -11.5641 6.9131
H 3.7502 -13.2851 7.1448
H 4.7518 -12.6941 5.7859
```

Mulliken atomic charge list, values in e, 6 entries: 0.9218 -1.1768 1.0586 -1.5059 -1.2629 -1.0964

---

Record 3
6 unconnected molecules or ions with the total composition C26H49FN6O8S in a non-equilibrium geometry. Source: OMol25; level of theory: ωB97M-V with the def2-TZVPD basis set.

Computed properties:
HOMO in eV: -8.576
Maximum force in eV/A: 1.204
Total energy in eV: -66629.5999
Frontier orbital gap in Ha: 0.318
LUMO energy in eV: 0.08

```
91
C26H49FN6O8S ωB97M-V with the def2-TZVPD basis set
O 3.7839 0.6083 -0.3954
S 2.4983 0.0963 -0.7538
O 1.5488 1.0208 -1.3020
C 1.7587 -0.6181 0.6959
C 0.7397 -1.7700 0.4572
C -0.6678 -1.3676 0.9243
C -1.3479 -0.3156 0.0452
F -2.5829 -0.7643 -0.3893
C 0.7693 -2.2471 -0.9841
C 2.1915 -2.3737 -1.5039
C 3.1225 -3.1778 -0.6342
C 2.7252 -4.3867 -0.0632
C 3.6029 -5.1401 0.7053
N 4.8605 -4.7511 0.9382
C 5.2317 -3.5934 0.4088
C 4.4300 -2.7676 -0.3761
O 2.7440 -1.0715 -1.8070
H 1.2886 0.2088 1.2149
H 2.5820 -0.9733 1.3073
H 1.0598 -2.6051 1.0724
H -0.5630 -0.9695 1.9313
H -1.2777 -2.2637 1.0049
H -0.7285 -0.0190 -0.7952
H -1.5244 0.5774 0.6387
H 0.2828 -3.2136 -1.0856
H 0.2441 -1.5780 -1.6603
H 2.1359 -2.8761 -2.4667
H 1.7243 -4.7621 -0.2272
H 3.2781 -6.0847 1.1230
H 6.2488 -3.2802 0.5988
H 4.8086 -1.8392 -0.7675
C -2.7711 3.3101 0.2438
N -3.5888 4.1938 1.0502
C -5.0301 4.2113 0.8563
C -3.0467 5.0018 1.9765
O -3.6654 5.7714 2.6864
H -2.8852 3.5534 -0.8136
H -3.0769 2.2733 0.4026
H -1.7231 3.4186 0.5134
H -5.3575 5.2109 0.5697
H -5.5366 3.9411 1.7827
H -5.2985 3.5015 0.0784
H -1.9493 4.9019 2.0363
C -5.5817 -2.3466 -3.1265
N -6.3280 -1.4280 -2.2922
C -7.7574 -1.2733 -2.5030
C -5.7370 -0.7056 -1.3199
O -6.3205 0.0799 -0.5965
H -5.6567 -2.0547 -4.1761
H -5.9690 -3.3619 -3.0160
H -4.5334 -2.3380 -2.8354
H -7.9919 -0.2375 -2.7493
H -8.3026 -1.5360 -1.5961
H -8.0746 -1.9200 -3.3171
H -4.6569 -0.8902 -1.2390
C 1.7730 -8.7369 5.1377
N 2.4221 -7.9922 4.0765
C 2.7078 -6.5792 4.2692
C 2.7758 -8.5630 2.9130
O 3.3285 -7.9756 2.0006
H 0.7959 -8.3044 5.3612
H 2.3830 -8.7157 6.0425
H 1.6361 -9.7717 4.8324
H 2.1997 -5.9851 3.5085
H 3.7790 -6.3954 4.1808
H 2.3660 -6.2734 5.2544
H 2.5243 -9.6346 2.8567
C 2.5906 3.7187 -2.7024
N 2.7676 4.0026 -4.1184
C 2.9623 5.3740 -4.5510
C 2.7559 3.0339 -5.0472
O 2.8965 3.2151 -6.2442
H 1.7143 4.2464 -2.3245
H 3.4743 4.0490 -2.1504
H 2.4542 2.6533 -2.5486
H 2.1737 5.6672 -5.2449
H 3.9187 5.4759 -5.0658
H 2.9433 6.0287 -3.6836
H 2.6014 2.0291 -4.6178
C 0.4888 6.0883 2.8024
N 0.3413 6.2415 1.3679
C 0.0949 7.5644 0.8167
C 0.4196 5.2001 0.5212
O 0.3023 5.2807 -0.6865
H -0.4173 6.4203 3.3141
H 1.3338 6.6788 3.1612
H 0.6658 5.0423 3.0459
H -0.8508 7.5750 0.2747
H 0.8885 7.8345 0.1198
H 0.0573 8.2896 1.6248
H 0.6029 4.2377 1.0330
```

Mulliken atomic charge list, values in e, 6 entries: -0.6809 1.3042 -0.5867 -1.1405 0.6586 -1.4802